No. 1
Molecular formula: C11H15N
Method: DFT, ωB97M-V with the def2-TZVPD basis set

CARTESIAN COORDINATES (ANGSTROEM)
C 0.129 2.704 -3.446
C -0.965 3.490 -2.682
H -0.242 1.826 -3.994
H 0.708 3.350 -4.104
H 0.918 2.500 -2.695
H -1.046 4.507 -3.099
H -0.776 3.585 -1.614
H -1.973 3.087 -2.822
C 2.330 -1.344 -0.410
C -0.194 -1.144 -0.826
C 0.868 -1.298 -0.007
C -0.968 -1.359 1.279
C 0.474 -1.332 1.356
C -1.858 -1.410 2.336
C 1.033 -1.329 2.645
C -1.236 -1.577 3.582
C 0.161 -1.463 3.695
N -1.389 -1.352 -0.077
H 0.038 -1.152 -1.872
H -2.063 -0.623 -0.300
H 2.599 -2.092 -1.157
H 2.944 -1.305 0.506
H -2.916 -1.619 2.273
H 2.080 -1.212 2.872
H -1.803 -1.610 4.514
H 0.543 -1.515 4.727
H 2.605 -0.312 -0.678

Computed properties:
**Max |F|**: 2.872 eV/Å
**HOMO-LUMO gap**: 8.77 eV
**HOMO energy**: -7.99 eV
**ΔE to the lowest compared entry with this formula, charge and spin**: 141.88 kJ/mol
**Structure (SMILES)**: Cc1c[nH]c2ccccc12.CC
**LUMO energy**: 0.8 eV

No. 2
Molecular formula: C8H19O3SSi
Method: DFT, ωB97M-V with the def2-TZVPD basis set

CARTESIAN COORDINATES (ANGSTROEM)
C -2.589 -1.009 0.963
C 0.776 2.770 -1.729
C -0.052 -2.111 -1.845
C 1.937 -1.693 2.911
C -2.308 0.385 0.567
C -0.690 2.281 -1.351
C -0.709 -0.715 -1.893
C 2.335 -0.304 2.550
O 3.010 -0.356 -0.001
O 0.707 0.255 0.379
O 2.517 1.814 1.143
Si -0.681 0.509 -0.477
S 2.300 0.388 1.040
H -1.584 -1.428 1.285
H -3.349 -1.257 1.673
H -2.819 -1.510 0.050
H 0.889 3.850 -1.899
H 1.623 2.521 -1.057
H 0.864 2.213 -2.590
H -0.284 -2.665 -2.747
H 0.973 -2.149 -1.572
H -0.606 -2.586 -1.009
H 1.224 -2.098 2.249
H 2.887 -2.249 2.840
H 1.494 -1.613 3.892
H -2.397 1.099 1.337
H -3.031 0.685 -0.155
H -1.274 2.484 -2.246
H -1.141 2.993 -0.663
H -1.746 -0.796 -2.126
H -0.314 -0.192 -2.766
H 2.039 0.482 3.247

Computed properties:
**Max |F|**: 2.873 eV/Å
**HOMO-LUMO gap**: 6.45 eV
**Total charge**: -1
**HOMO energy**: -3.13 eV
**ΔE to the lowest compared entry with this formula, charge and spin**: 0.00 kJ/mol
**Structure (SMILES)**: CC=[S@](=O)([O-])O[Si](CC)(CC)CC
**LUMO energy**: 3.3 eV

No. 3
Molecular formula: C2H3IN2O
Method: DFT, ωB97M-V with the def2-TZVPD basis set

CARTESIAN COORDINATES (ANGSTROEM)
C -0.428 -0.800 -0.655
C 0.731 1.421 0.156
N 0.198 -1.714 0.099
N 0.227 2.248 -0.529
O 1.295 0.832 0.978
I -2.387 -0.336 0.173
H -0.219 -2.096 0.843
H 1.165 -2.016 -0.063
H -0.582 2.461 -1.001

Computed properties:
**Max |F|**: 4.724 eV/Å
**HOMO-LUMO gap**: 9.29 eV
**HOMO energy**: -8.93 eV
**ΔE to the lowest compared entry with this formula, charge and spin**: 191.60 kJ/mol
**LUMO energy**: 0.4 eV

No. 4
Molecular formula: C5H20N2O5
Method: DFT, ωB97M-V with the def2-TZVPD basis set

CARTESIAN COORDINATES (ANGSTROEM)
O 0.369 1.959 1.745
C -0.456 1.063 1.784
N -0.361 0.071 0.830
C -1.472 -0.824 0.469
C -2.429 -0.266 -0.617
C -1.790 0.701 -1.608
N -0.665 0.055 -2.375
C -1.471 0.946 2.883
H 0.226 0.297 0.014
H -2.050 -1.128 1.380
H -1.003 -1.745 0.107
H -2.881 -1.124 -1.195
H -3.305 0.252 -0.124
H -2.581 1.074 -2.317
H -1.384 1.594 -1.079
H -0.850 0.183 -3.343
H 0.220 0.476 -2.116
H -2.549 1.056 2.528
H -1.296 1.720 3.577
H -1.341 0.032 3.426
H 1.212 2.189 -0.156
H 2.178 1.122 -0.762
O 1.373 1.640 -0.952
H -0.201 -1.765 -1.830
H 0.782 -2.887 -2.351
O 0.303 -2.585 -1.570
H 3.893 0.303 0.605
H 2.886 -0.765 -0.007
O 3.380 0.051 -0.227
H 1.292 -1.602 1.066
H 1.380 -2.271 -0.281
O 1.858 -2.017 0.530

Computed properties:
**Max |F|**: 5.597 eV/Å
**HOMO-LUMO gap**: 10.34 eV
**HOMO energy**: -9.68 eV
**ΔE to the lowest compared entry with this formula, charge and spin**: 24.79 kJ/mol
**Structure (SMILES)**: CC(=O)NCCCN.O.O.O.O
**LUMO energy**: 0.7 eV

No. 5
Molecular formula: CH6BNO
Method: DFT, ωB97M-V with the def2-TZVPD basis set

CARTESIAN COORDINATES (ANGSTROEM)
B 0.120 0.491 -0.129
C 0.633 -0.356 0.976
N -0.659 -0.136 -0.992
O 0.262 1.820 -0.138
H 0.782 -1.381 0.690
H 0.098 -0.235 1.949
H 1.592 0.050 1.161
H -0.649 -1.129 -1.061
H -1.297 0.491 -2.055
H -0.257 2.228 -0.839

Computed properties:
**Max |F|**: 9.076 eV/Å
**HOMO-LUMO gap**: 10.57 eV
**HOMO energy**: -10.21 eV
**ΔE to the lowest compared entry with this formula, charge and spin**: 145.58 kJ/mol
**LUMO energy**: 0.4 eV

No. 6
Molecular formula: H2O4PS
Method: DFT, ωB97M-V with the def2-TZVPD basis set

CARTESIAN COORDINATES (ANGSTROEM)
O -2.960 -0.547 -1.330
O -2.675 -0.690 1.104
O -4.252 0.936 0.140
O -0.722 1.781 0.321
P 0.261 0.814 -0.125
S -3.202 -0.023 -0.029
H -0.293 0.120 -1.244
H -0.324 -0.358 0.483

Computed properties:
**Max |F|**: 6.668 eV/Å
**HOMO-LUMO gap**: 5.70 eV
**Total charge**: -1
**HOMO energy**: -2.91 eV
**ΔE to the lowest compared entry with this formula, charge and spin**: 280.66 kJ/mol
**LUMO energy**: 2.8 eV